Below is the molecule C4H5ClN2O, with properties calculated with ωB97M-V/def2-TZVPD.

Bonds (Å) are listed after each position.
CARTESIAN COORDINATES (ANGSTROEM)
1 C -2.2296 -0.0055 0.2486  C2 1.607, H9 1.084, H10 1.086, H11 1.096
2 C -0.8794 0.6304 -0.3463  C1 1.607, O3 1.181, N4 1.345
3 O -0.7776 1.3992 -1.2376  C2 1.181
4 N 0.1626 0.0178 0.2429  C2 1.345, C5 1.603, H12 0.958
5 C 1.6795 0.1147 -0.2658  N4 1.603, Cl6 1.873, C7 1.452, H13 1.135
6 Cl 2.4008 1.5507 0.6971  C5 1.873
7 C 2.4569 -1.0998 -0.0938  C5 1.452, N8 1.143
8 N 3.0018 -2.1047 -0.1200  C7 1.143
9 H -2.0581 -1.0583 0.4416  C1 1.084
10 H -2.2897 0.4875 1.2147  C1 1.086
11 H -3.0629 0.2138 -0.4287  C1 1.096
12 H 0.0509 -0.5594 0.9998  N4 0.958
13 H 1.5448 0.4136 -1.3526  C5 1.135

Output
Orbital gap (eV): 10.663
HOMO energy (eV): -10.4
Max |F| (eV/Å): 5.60
Relative energy (zero: lowest compared OMol25 entry of this formula, charge and spin) (kJ/mol): 125.76



Below is the molecule C4H5ClN2O, with properties calculated with ωB97M-V/def2-TZVPD.

Bonds (Å) are listed after each position.
CARTESIAN COORDINATES (ANGSTROEM)
1 C 0.5094 -1.2922 0.1321  N5 1.253, N6 1.396, H9 1.066
2 C 2.6359 -0.6189 -0.4743  N5 1.230, Cl8 1.671
3 C 0.3338 0.9568 -0.2957  N6 1.270, O7 1.324
4 C -1.7529 -0.1544 0.1561  N6 1.508, H10 1.057, H11 1.157, H12 1.107
5 N 1.7608 -1.2930 0.0665  C1 1.253, C2 1.230
6 N -0.2556 -0.1343 -0.0231  C1 1.396, C3 1.270, C4 1.508
7 O -0.6069 1.8761 -0.4476  C3 1.324, H13 0.943
8 Cl 3.8130 0.2922 0.2840  C2 1.671
9 H -0.0200 -2.1833 0.3806  C1 1.066
10 H -2.1609 -1.1178 0.3046  C4 1.057
11 H -1.9826 0.4375 1.1237  C4 1.157
12 H -2.0854 0.5151 -0.6602  C4 1.107
13 H -0.1886 2.7159 -0.5467  O7 0.943

Output
Orbital gap (eV): 8.254
HOMO energy (eV): -7.6
Max |F| (eV/Å): 3.76
Relative energy (zero: lowest compared OMol25 entry of this formula, charge and spin) (kJ/mol): 485.18



Below is a cluster of 2 separate species, C4H5ClN2S in total, with properties calculated with ωB97M-V/def2-TZVPD.

Bonds (Å) are listed after each position.
CARTESIAN COORDINATES (ANGSTROEM)
1 C 1.0387 -1.0402 1.2931  C3 1.439, N5 1.307, H9 1.160
2 C -0.6692 -0.8102 2.5447  N5 1.295, S7 1.710, H10 1.126
3 C 0.6405 0.2692 0.8480  C1 1.439, C4 1.435, S7 1.714
4 C 1.1445 1.1247 -0.1879  C3 1.435, Cl8 1.703, H11 1.134
5 N 0.2987 -1.6033 2.2115  C1 1.307, C2 1.295
6 N -0.9416 0.5036 -1.7383  H12 1.016, H13 1.047
7 S -0.6977 0.7346 1.8126  C2 1.710, C3 1.714
8 Cl 2.5710 0.6529 -0.9887  C4 1.703
9 H 1.9118 -1.6508 0.8345  C1 1.160
10 H -1.2057 -0.9467 3.5254  C2 1.126
11 H 0.4326 1.8707 -0.6600  C4 1.134
12 H -0.7364 0.1417 -2.6648  N6 1.016
13 H -1.5272 1.3681 -1.8168  N6 1.047

Output
Orbital gap (spin up / spin down) (eV): 5.561 / 5.564
HOMO energy (spin up / spin down) (eV): -7.5 / -7.5
Max |F| (eV/Å): 4.13
Relative energy (zero: lowest compared OMol25 entry of this formula, charge and spin) (kJ/mol): 461.16



Below is the ion C4H5ClN3O2 with charge +1, with properties calculated with ωB97M-V/def2-TZVPD.

Bonds (Å) are listed after each position.
CARTESIAN COORDINATES (ANGSTROEM)
1 C -1.7391 0.9322 -0.1502  N2 1.465, H11 1.133, H12 1.069, H13 1.142
2 N -0.3127 0.6054 -0.0879  C1 1.465, C3 1.354, C7 1.383
3 C 0.8140 1.3554 -0.1382  N2 1.354, C4 1.436, H14 1.146
4 C 1.9672 0.5086 -0.0096  C3 1.436, Cl5 1.668, N6 1.337
5 Cl 3.6020 0.8234 -0.1127  C4 1.668
6 N 1.5189 -0.7473 0.0863  C4 1.337, C7 1.361, H15 1.093
7 C 0.1611 -0.6738 0.1377  N2 1.383, N6 1.361, N8 1.511
8 N -0.7255 -1.8937 0.2300  C7 1.511, O9 1.212, O10 1.220
9 O -1.9144 -1.7771 0.0221  N8 1.212
10 O -0.1903 -2.9121 0.6345  N8 1.220
11 H -2.2877 0.1497 0.4588  C1 1.133
12 H -1.7521 1.9247 0.2478  C1 1.069
13 H -2.0693 0.8901 -1.2423  C1 1.142
14 H 0.8497 2.5012 -0.1506  C3 1.146
15 H 2.0784 -1.6868 0.0744  N6 1.093

Output
Orbital gap (eV): 8.812
HOMO energy (eV): -14.3
Max |F| (eV/Å): 4.72
Relative energy (zero: lowest compared OMol25 entry of this formula, charge and spin) (kJ/mol): 280.83
Net charge: +1



Below is the ion C4H5ClNS with charge +1, with properties calculated with ωB97M-V/def2-TZVPD.

Bonds (Å) are listed after each position.
CARTESIAN COORDINATES (ANGSTROEM)
1 C 1.3641 -1.9734 -0.1178  C2 1.272, H8 1.098
2 C 0.8624 -1.7419 1.0278  C1 1.272, S6 1.762, H9 1.145
3 C 0.3896 0.1014 -1.0049  N5 1.276, Cl7 1.601
4 C -1.2056 1.7283 0.0618  N5 1.491, H10 1.186, H11 1.082, H12 1.134
5 N -0.3592 0.5060 -0.0541  C3 1.276, C4 1.491, S6 1.815
6 S -0.2160 -0.4287 1.4945  C2 1.762, N5 1.815
7 Cl 0.5701 0.4680 -2.5528  C3 1.601
8 H 1.9940 -2.4397 -0.8874  C1 1.098
9 H 0.9095 -2.4882 1.8955  C2 1.145
10 H -2.3407 1.6789 0.4009  C4 1.186
11 H -0.6314 2.3890 0.6974  C4 1.082
12 H -1.3370 2.2002 -0.9609  C4 1.134

Output
Orbital gap (spin up / spin down) (eV): 8.536 / 8.537
HOMO energy (spin up / spin down) (eV): -14.0 / -14.0
Max |F| (eV/Å): 4.49
Relative energy (zero: lowest compared OMol25 entry of this formula, charge and spin) (kJ/mol): 438.98
Net charge: +1



Below is a cluster of 2 separate species, C4H5ClO in total, with properties calculated with ωB97M-V/def2-TZVPD.

Bonds (Å) are listed after each position.
CARTESIAN COORDINATES (ANGSTROEM)
1 C 0.4223 -1.0579 1.7877  C2 1.331, H7 1.087, H8 1.107
2 C -0.0233 -0.2462 0.8322  C1 1.331, C4 1.450
3 C -0.5232 0.9760 -1.4416  C4 1.480, O5 1.395, H10 1.091, H11 1.095
4 C 0.0752 -0.0887 -0.6055  C2 1.450, C3 1.480, O5 1.393, Cl6 1.732
5 O 0.7356 1.1117 -0.8567  C3 1.395, C4 1.393
6 Cl 0.6767 -1.4250 -1.5280  C4 1.732
7 H 0.3671 -0.8936 2.8606  C1 1.087
8 H 0.6682 -2.1208 1.5988  C1 1.107
9 H -0.5307 1.3843 0.9412  no bonds
10 H -0.5097 0.7787 -2.5140  C3 1.091
11 H -1.3581 1.5816 -1.0747  C3 1.095

Output
Orbital gap (eV): 10.593
HOMO energy (eV): -10.1
Max |F| (eV/Å): 4.51
Relative energy (zero: lowest compared OMol25 entry of this formula, charge and spin) (kJ/mol): 410.21